# 1
# C5H5NO

A single C5H5NO molecule (the ωB97M-V functional and the def2-TZVPD basis, the OMol25 dataset).

The LUMO energy is 0.3 eV. For the HOMO-LUMO gap, the calculation gives 0.3484 hartree. Its SMILES is C#CC(=C)NC=O. Its HOMO energy is -9.2 eV. For the max |F|, the calculation gives 7.25 eV Å⁻¹. Its total energy is -8797.6501 eV. As for the relative energy (zero: lowest compared OMol25 entry of this formula, charge and spin): 556.6 kJ/mol.

Bonds (Å) are listed after each position.
Atoms and positions in Å:
1 C 1.0392 2.1587 -0.0075  C2 1.253, H8 1.270
2 C 0.7716 0.9565 -0.2384  C1 1.253, C3 1.530
3 C 0.5046 -0.5408 -0.0694  C2 1.530, C4 1.327, N5 1.440
4 C 1.3325 -1.5687 0.0655  C3 1.327, H9 1.139, H10 1.298
5 N -0.9337 -0.5433 -0.1311  C3 1.440, C6 1.327, H11 1.184
6 C -1.7658 0.4823 -0.0062  N5 1.327, O7 1.185, H12 1.067
7 O -2.9183 0.2089 0.0324  C6 1.185
8 H 1.7647 3.1141 0.4103  C1 1.270
9 H 2.4364 -1.6490 0.3359  C4 1.139
10 H 0.5397 -2.4961 -0.3779  C4 1.298
11 H -1.5792 -1.4830 0.1882  N5 1.184
12 H -1.1918 1.3605 -0.2017  C6 1.067

---

# 2
# C5H5NO

A single C5H5NO molecule (the ωB97M-V functional and the def2-TZVPD basis, the OMol25 dataset).

The LUMO energy is 0.8 eV. For the HOMO-LUMO gap, the calculation gives 0.4109 hartree. Its HOMO energy is -10.4 eV. For the max |F|, the calculation gives 0.82 eV Å⁻¹. Its total energy is -8800.1702 eV. As for the relative energy (zero: lowest compared OMol25 entry of this formula, charge and spin): 313.5 kJ/mol.

Bonds (Å) are listed after each position.
Atoms and positions in Å:
1 N 2.6213 1.2470 -1.2365  C2 1.154
2 C 1.7822 0.5891 -0.7948  N1 1.154, C3 1.454
3 C 0.5980 0.0041 -0.1859  C2 1.454, C4 1.544, C5 1.765, C6 1.533, O7 1.463
4 C -0.6152 -0.7469 -0.7749  C3 1.544, C5 1.541, H8 1.093, H9 1.092
5 C -0.7478 -0.6407 0.7569  C3 1.765, C4 1.541, C6 1.535, O7 1.482, H10 1.088
6 C -0.3354 0.8363 0.7008  C3 1.533, C5 1.535, H11 1.091, H12 1.091
7 O 0.6850 -1.0038 0.8710  C3 1.463, C5 1.482
8 H -1.3039 -0.1749 -1.4018  C4 1.093
9 H -0.4148 -1.7545 -1.1454  C4 1.092
10 H -1.4478 -1.1332 1.4292  C5 1.088
11 H -0.9797 1.5533 0.1888  C6 1.091
12 H 0.1581 1.2241 1.5927  C6 1.091

---

# 3
# C5H5NO

A single C5H5NO molecule (the ωB97M-V functional and the def2-TZVPD basis, the OMol25 dataset).

The LUMO energy is -0.4 eV. For the HOMO-LUMO gap, the calculation gives 0.3603 hartree. Its SMILES is CC(=O)/C=C\C#N. Its HOMO energy is -10.2 eV. For the max |F|, the calculation gives 4.86 eV Å⁻¹. Its total energy is -8800.4304 eV. As for the relative energy (zero: lowest compared OMol25 entry of this formula, charge and spin): 288.4 kJ/mol.

Bonds (Å) are listed after each position.
Atoms and positions in Å:
1 C -1.3195 0.8639 0.0901  C2 1.518, H8 1.092, H9 1.089, H10 1.092
2 C -0.2491 0.0858 0.8347  C1 1.518, O3 1.221, C4 1.594
3 O -0.3554 -0.2542 2.0028  C2 1.221
4 C 1.2219 0.3831 0.2988  C2 1.594, C5 1.302, H11 1.080
5 C 1.4844 -0.4888 -0.6320  C4 1.302, C6 1.671, H12 1.077
6 C 0.1509 -1.4796 -0.8072  C5 1.671, N7 1.161
7 N -0.4191 -2.2864 -1.4171  C6 1.161
8 H -1.3109 1.8957 0.4479  C1 1.092
9 H -1.1514 0.8480 -0.9860  C1 1.089
10 H -2.2849 0.3989 0.3003  C1 1.092
11 H 1.8702 0.9853 0.9178  C4 1.080
12 H 2.3627 -0.9516 -1.0502  C5 1.077

---

# 4
# C5H5NO2

A single C5H5NO2 molecule (the ωB97M-V functional and the def2-TZVPD basis, the OMol25 dataset).

The LUMO energy is 0.6 eV. For the HOMO-LUMO gap, the calculation gives 0.3680 hartree. Its HOMO energy is -9.4 eV. For the max |F|, the calculation gives 7.32 eV Å⁻¹. Its total energy is -10844.6170 eV. As for the relative energy (zero: lowest compared OMol25 entry of this formula, charge and spin): 646.3 kJ/mol.

Bonds (Å) are listed after each position.
Atoms and positions in Å:
1 C 2.4443 -0.7725 0.1455  C2 1.428, H6 1.076, H7 1.194, H8 1.059
2 C 1.1410 -0.2513 -0.1183  C1 1.428, C5 1.311, O12 1.336
3 C -0.8365 0.4534 0.1640  C4 1.863, C5 1.355, N11 1.279, O13 1.329
4 C -1.5950 -1.2280 -0.0984  C3 1.863, C5 1.596, H9 0.951, H10 1.140, O13 1.463
5 C -0.1038 -0.6597 -0.0824  C2 1.311, C3 1.355, C4 1.596
6 H 2.3460 -1.7143 0.6566  C1 1.076
7 H 2.7485 -0.1028 1.0863  C1 1.194
8 H 2.9480 -0.7874 -0.7855  C1 1.059
9 H -1.8608 -1.5159 0.7686  C4 0.951
10 H -1.8431 -1.6984 -1.1064  C4 1.140
11 N -0.2362 1.5818 0.1169  C3 1.279, O12 1.400
12 O 0.9992 1.0654 -0.2925  C2 1.336, N11 1.400
13 O -2.1224 0.1216 0.1050  C3 1.329, C4 1.463

---

# 5
# C5H5NO2

A single C5H5NO2 molecule (the ωB97M-V functional and the def2-TZVPD basis, the OMol25 dataset).

The LUMO energy is 0.0 eV. For the HOMO-LUMO gap, the calculation gives 0.3519 hartree. Its SMILES is C=Cc1cc(=O)o[nH]1. Its HOMO energy is -9.6 eV. For the max |F|, the calculation gives 3.28 eV Å⁻¹. Its total energy is -10848.1365 eV. As for the relative energy (zero: lowest compared OMol25 entry of this formula, charge and spin): 306.7 kJ/mol.

Bonds (Å) are listed after each position.
Atoms and positions in Å:
1 C 2.3085 0.3006 -0.0434  C2 1.363, H9 1.215, H10 1.169
2 C 1.3062 -0.6218 -0.0869  C1 1.363, C3 1.440, H11 1.193
3 C -0.0546 -0.1677 0.0355  C2 1.440, C4 1.309, N8 1.438
4 C -1.1099 -0.9409 -0.0134  C3 1.309, C5 1.520, H12 1.098
5 C -2.3348 -0.0436 -0.0814  C4 1.520, O6 1.175, O7 1.351
6 O -3.4789 -0.3095 -0.0490  C5 1.175
7 O -1.8581 1.2209 -0.0744  C5 1.351, N8 1.425
8 N -0.4357 1.2059 -0.1535  C3 1.438, O7 1.425, H13 0.995
9 H 2.1085 1.4941 0.0630  C1 1.215
10 H 3.4301 0.0210 -0.2190  C1 1.169
11 H 1.4542 -1.8050 -0.1362  C2 1.193
12 H -1.1828 -2.0327 0.0833  C4 1.098
13 H -0.1527 1.6787 0.6754  N8 0.995

---

# 6
# C5H5NO2

A single C5H5NO2 molecule (the ωB97M-V functional and the def2-TZVPD basis, the OMol25 dataset).

The LUMO energy (spin up / spin down) is 0.3 / 0.3 eV. For the HOMO-LUMO gap (spin up / spin down), the calculation gives 0.3096 / 0.3096 hartree. Its SMILES is C=C1N=C1OC(C)=O. Its HOMO energy (spin up / spin down) is -8.1 / -8.1 eV. For the max |F|, the calculation gives 1.74 eV Å⁻¹. Its total energy is -10845.1336 eV. As for the relative energy (zero: lowest compared OMol25 entry of this formula, charge and spin): 596.4 kJ/mol.

Bonds (Å) are listed after each position.
Atoms and positions in Å:
1 C 2.3121 -0.4021 0.2734  C2 1.334, H9 1.089, H10 1.085
2 C 2.0518 -1.5245 -0.3984  C1 1.334, N3 1.624, C4 1.823
3 N 1.0940 -1.9465 -1.6396  C2 1.624, C4 1.207
4 C 0.4253 -1.0983 -1.1017  C2 1.823, N3 1.207, O5 1.286
5 O -0.4622 -0.1770 -0.9696  C4 1.286, C6 1.466
6 C -1.1199 -0.0100 0.3295  O5 1.466, C7 1.489, O8 1.180
7 C -1.9223 1.2432 0.2802  C6 1.489, H11 1.091, H12 1.092, H13 1.087
8 O -0.9780 -0.8109 1.1840  C6 1.180
9 H 1.6978 0.4845 0.4242  C1 1.089
10 H 3.2395 -0.4147 0.8366  C1 1.085
11 H -2.5904 1.2209 -0.5821  C7 1.091
12 H -1.2552 2.0996 0.1624  C7 1.092
13 H -2.4925 1.3358 1.2010  C7 1.087